Entry from the Open Molecules 2025 dataset: a 17-piece molecular cluster, C81H188N22O17 overall (the ωB97M-V functional and the def2-TZVPD basis).

Computed properties:
Total charge = 0
Kohn-Sham gap = 8.350 eV
2S+1 = 1

Geometry as XYZ:
```
308
Properties=species:S:1:pos:R:3:forces:R:3:lowdin_charge:R:1
C 10.531 17.425 16.569 0.558 0.068 -1.271 -0.14
O 10.155 18.577 15.833 0.174 0.475 0.253 -0.15
H 10.922 16.674 15.847 -0.028 0.110 0.379 0.07
H 11.329 17.651 17.276 -0.279 -0.158 0.262 0.06
H 9.635 17.020 17.007 -0.187 -0.209 0.602 0.07
H 10.783 19.291 16.033 -0.397 -0.015 0.071 0.04
C 15.739 22.751 11.234 -0.019 0.706 1.172 -0.11
O 14.919 23.068 12.375 0.118 0.370 -0.308 -0.13
H 15.274 22.961 10.274 -0.112 0.292 0.058 0.08
H 16.671 23.291 11.407 -0.094 0.316 -0.486 0.08
H 16.021 21.737 11.265 0.180 -1.463 -0.093 0.04
H 14.421 22.301 12.668 -0.025 -0.176 -0.200 0.06
C 15.300 20.111 18.894 0.412 -0.050 0.995 -0.03
C 15.095 20.063 17.401 0.384 -0.340 -0.116 -0.49
C 15.404 21.480 16.925 0.894 0.423 0.096 -0.13
C 15.344 21.692 15.430 -1.991 -1.360 0.897 -0.18
C 16.302 20.694 14.886 2.074 0.048 -0.384 -0.12
C 16.257 19.222 15.317 -0.286 -0.735 0.946 -0.45
N 16.161 19.243 16.809 0.705 -0.048 -0.243 -0.06
O 16.195 17.907 17.354 0.790 0.427 -0.151 -0.06
C 15.189 18.329 14.638 0.515 0.144 0.210 -0.01
C 17.624 18.605 14.975 -0.422 -0.352 -0.356 -0.02
C 13.667 19.567 17.117 0.108 0.211 -0.724 0.01
H 16.173 20.716 19.230 -0.284 -0.617 -0.485 0.08
H 15.293 19.123 19.349 0.360 -0.118 -0.019 0.07
H 14.452 20.581 19.352 -0.741 0.499 0.192 0.07
H 14.777 22.176 17.458 -0.333 0.337 0.274 0.10
H 16.474 21.666 17.219 -0.895 -0.004 0.056 0.13
H 15.591 22.697 15.204 0.491 0.914 -0.402 0.08
H 14.285 21.571 15.133 0.374 -0.149 -0.254 0.10
H 17.293 21.082 15.272 -0.601 -0.530 -0.482 0.13
H 16.408 20.695 13.813 -0.159 0.125 -0.663 0.10
H 14.302 18.884 14.353 0.075 -0.133 -0.325 0.04
H 15.696 17.858 13.800 -0.342 0.229 -0.702 0.07
H 14.910 17.462 15.246 -0.063 0.400 0.399 0.08
H 18.371 19.179 15.499 0.549 -0.128 0.258 0.07
H 17.625 17.536 15.280 0.197 0.830 0.194 0.07
H 17.861 18.621 13.893 -0.237 0.132 0.573 0.07
H 13.455 19.488 16.029 0.017 0.410 0.686 0.07
H 12.971 20.273 17.587 -0.035 -0.473 -0.163 0.07
H 13.526 18.548 17.489 -0.032 0.363 0.197 0.06
H 17.130 17.858 17.704 -1.144 0.074 -0.272 0.08
C 17.546 14.190 16.453 0.065 0.224 0.105 -0.01
C 18.148 13.604 15.162 -0.106 1.102 0.167 -0.49
C 18.002 12.084 15.146 0.960 -0.787 -0.021 -0.14
C 16.642 11.568 14.742 -1.958 0.843 -0.417 -0.16
C 16.034 12.253 13.452 1.149 0.462 1.364 -0.09
C 16.166 13.804 13.535 -1.155 1.519 -1.854 -0.47
N 17.552 14.151 13.904 0.468 -0.673 0.308 -0.07
O 17.818 15.544 13.756 -0.477 0.036 1.065 -0.05
C 16.000 14.319 12.048 -0.416 -1.104 -0.090 -0.05
C 15.028 14.576 14.242 -0.046 -0.692 0.219 -0.02
C 19.634 14.008 15.193 0.440 -1.484 -0.300 -0.03
H 18.367 14.192 17.186 -0.579 -0.316 0.147 0.06
H 16.664 13.631 16.788 0.261 0.224 0.135 0.07
H 17.295 15.257 16.385 -0.206 -0.106 -0.192 0.08
H 18.729 11.684 14.415 -0.074 0.185 0.290 0.12
H 18.291 11.666 16.158 -0.327 0.498 -0.993 0.14
H 15.915 11.808 15.514 -0.100 0.201 0.537 0.09
H 16.571 10.483 14.720 0.408 -0.119 -0.394 0.11
H 15.014 11.915 13.197 0.339 0.328 0.427 0.12
H 16.650 12.058 12.602 0.503 -0.702 -0.650 0.09
H 15.896 15.394 11.883 0.160 -0.093 0.466 0.06
H 16.849 13.954 11.493 0.457 0.048 -0.353 0.07
H 15.110 13.838 11.580 0.375 0.279 0.442 0.09
H 14.936 14.275 15.278 -0.040 0.323 0.471 0.06
H 15.161 15.662 14.112 0.067 -0.488 0.346 0.05
H 14.062 14.316 13.772 0.421 0.057 0.027 0.09
H 19.792 15.076 15.290 -0.014 0.137 -0.394 0.05
H 20.127 13.545 14.323 -0.072 0.749 -0.061 0.09
H 20.169 13.542 16.039 -0.530 0.082 0.009 0.09
H 17.597 16.007 14.613 0.043 -0.752 -1.108 0.06
C 14.378 26.002 22.808 -0.397 0.627 0.324 -0.05
C 14.807 24.727 22.103 0.814 0.382 1.478 -0.50
C 15.483 25.148 20.805 -1.680 0.869 -1.132 -0.15
C 16.110 24.009 20.056 -0.306 -0.297 0.124 -0.18
C 17.196 23.587 20.977 1.923 -1.165 -1.755 -0.19
C 16.804 23.116 22.331 -1.200 -1.621 0.159 -0.48
N 15.939 24.145 22.965 -0.084 -0.077 -1.202 -0.07
O 15.457 23.564 24.175 -0.350 0.983 0.207 -0.04
C 16.056 21.689 22.270 0.555 1.214 0.942 0.00
C 18.104 23.005 23.133 -0.119 -0.774 -0.670 -0.02
C 13.546 23.911 22.012 0.362 -1.423 0.026 -0.04
H 14.040 25.852 23.840 0.124 -0.254 -0.058 0.08
H 13.491 26.416 22.299 0.507 0.094 0.030 0.09
H 15.191 26.725 22.828 -0.028 0.165 -0.021 0.08
H 14.742 25.677 20.149 0.326 -0.274 0.671 0.14
H 16.235 25.898 21.086 -0.012 -0.175 -0.243 0.12
H 16.524 24.296 19.084 -0.134 0.073 0.101 0.11
H 15.420 23.162 19.895 0.002 0.415 -0.090 0.10
H 17.846 24.438 21.123 0.438 0.406 -0.017 0.11
H 17.840 22.818 20.446 -0.642 0.555 0.873 0.12
H 16.690 20.866 21.958 0.579 -0.020 0.290 0.06
H 15.604 21.539 23.254 0.434 -0.380 0.044 0.07
H 15.222 21.608 21.617 -0.693 0.535 -0.940 0.03
H 18.363 24.000 23.493 0.158 -0.190 0.225 0.09
H 17.964 22.260 23.908 0.202 0.237 0.563 0.08
H 18.901 22.614 22.458 -0.423 0.339 0.477 0.09
H 13.282 23.493 23.009 0.042 0.410 -0.709 0.10
H 13.660 23.093 21.317 0.114 -0.659 -0.120 0.05
H 12.750 24.486 21.579 -0.539 0.521 0.155 0.08
H 15.419 24.360 24.734 0.042 -0.610 0.076 0.11
C 21.034 23.162 18.841 0.436 0.072 -0.416 -0.04
C 21.299 24.544 18.208 -0.336 0.049 0.257 -0.49
C 22.731 24.664 17.681 0.258 0.468 2.200 -0.16
C 22.973 23.812 16.514 -0.308 -0.686 -0.460 -0.18
C 21.964 24.271 15.470 0.881 -0.780 -1.357 -0.15
C 20.523 24.184 15.852 -0.767 0.701 0.715 -0.50
N 20.367 24.978 17.119 -0.125 -1.255 0.026 -0.03
O 19.029 24.673 17.574 0.191 0.063 0.120 -0.05
C 19.733 24.894 14.739 1.083 0.686 -0.115 -0.03
C 20.046 22.727 15.890 0.217 0.920 0.121 -0.02
C 21.113 25.477 19.385 -1.496 0.312 0.628 -0.05
H 21.101 22.289 18.201 0.501 0.212 -0.256 0.04
H 20.038 23.104 19.234 -0.596 0.229 0.415 0.07
H 21.751 23.086 19.664 -0.136 -0.286 -0.067 0.10
H 22.836 25.680 17.372 0.280 1.002 -0.059 0.12
H 23.420 24.505 18.557 -0.493 0.003 -0.831 0.14
H 22.868 22.767 16.836 -0.329 -0.023 -0.483 0.11
H 23.978 23.866 16.127 0.445 0.309 -0.148 0.11
H 22.071 23.648 14.585 0.016 -0.342 -0.253 0.11
H 22.148 25.266 15.049 0.390 0.167 0.646 0.13
H 19.780 25.983 14.816 0.120 0.005 0.293 0.09
H 20.303 24.656 13.837 -0.524 -0.106 -0.355 0.08
H 18.698 24.645 14.622 -0.518 -0.582 0.132 0.05
H 19.128 22.678 16.453 -0.153 -0.407 0.369 0.08
H 19.813 22.531 14.876 -0.420 -0.584 -1.191 0.06
H 20.808 22.014 16.158 0.112 -0.212 0.496 0.07
H 21.206 26.533 19.282 0.382 0.921 -1.045 0.08
H 21.747 25.258 20.209 0.805 -0.622 0.628 0.07
H 20.095 25.379 19.784 0.069 -0.256 -0.120 0.08
H 18.561 25.507 17.515 -0.067 0.305 -0.040 0.10
C 14.354 17.608 10.088 1.796 -0.531 -0.376 -0.04
C 12.986 17.619 10.713 0.396 0.761 -0.135 -0.52
C 12.960 16.493 11.733 -0.735 -0.858 0.094 -0.14
C 11.698 16.551 12.574 0.124 1.198 0.702 -0.16
C 11.670 17.955 13.199 -0.651 -0.916 0.416 -0.15
C 11.668 19.121 12.220 -1.241 -0.274 1.843 -0.52
N 12.824 18.907 11.431 1.291 1.052 -0.979 -0.05
O 13.008 20.039 10.538 0.204 -0.729 0.517 -0.02
C 10.301 19.246 11.508 0.792 1.267 0.570 0.00
C 11.789 20.318 13.209 -0.488 -0.162 -1.628 -0.03
C 11.918 17.442 9.642 0.366 0.356 -0.747 -0.01
H 14.519 16.644 9.589 -0.247 0.045 -0.030 0.09
H 15.180 17.637 10.827 -0.656 0.279 -0.064 0.07
H 14.591 18.369 9.337 -0.454 0.083 0.222 0.09
H 12.955 15.536 11.182 0.513 0.276 0.154 0.13
H 13.828 16.565 12.416 -0.303 -0.090 -0.522 0.10
H 11.771 15.940 13.468 -0.028 -0.789 -0.202 0.10
H 10.757 16.320 12.047 0.416 -0.020 0.076 0.11
H 12.566 18.031 13.856 -0.586 -0.013 -0.380 0.11
H 10.783 18.027 13.839 0.293 0.159 -0.090 0.10
H 9.549 19.688 12.154 -0.053 -0.308 0.424 0.09
H 10.431 20.016 10.774 -0.060 0.289 -0.935 0.08
H 9.922 18.361 11.073 -0.369 -0.839 -0.395 0.05
H 10.855 20.209 13.749 0.100 0.390 0.702 0.08
H 12.656 20.161 13.817 0.415 0.170 0.532 0.05
H 11.810 21.306 12.737 0.097 -0.160 -0.124 0.09
H 11.750 18.418 9.115 -0.102 -1.038 0.174 0.10
H 11.017 17.121 10.116 -0.719 -0.098 -0.062 0.05
H 12.192 16.678 8.900 0.058 0.332 0.182 0.10
H 12.450 19.863 9.771 -0.146 0.148 -0.120 0.06
C 18.949 19.970 20.334 -1.010 -0.322 -0.069 -0.03
C 19.973 19.329 19.398 0.615 0.815 -0.414 -0.46
C 21.452 19.803 19.721 -0.790 -1.365 -0.865 -0.10
C 22.463 19.008 18.903 -0.193 -1.303 0.787 -0.17
C 22.266 17.513 19.292 -0.636 0.896 -0.413 -0.11
C 20.871 16.969 18.892 0.760 1.082 -0.766 -0.50
N 19.827 17.856 19.491 -0.493 -0.608 0.176 -0.02
O 18.569 17.552 18.807 0.028 -0.671 1.082 -0.10
C 20.768 16.912 17.362 1.318 -0.735 -0.249 -0.04
C 20.720 15.542 19.402 -0.691 -0.031 -0.439 -0.03
C 19.647 19.853 18.005 -0.816 -0.685 -0.816 -0.03
H 17.892 19.630 20.072 1.384 0.713 0.028 0.09
H 19.048 21.064 20.325 -0.212 -0.249 -0.268 0.07
H 19.071 19.670 21.360 0.422 -0.176 0.531 0.06
H 21.560 20.858 19.517 -0.256 0.195 0.312 0.08
H 21.713 19.547 20.731 -0.151 0.344 0.858 0.11
H 23.470 19.277 19.180 0.424 0.282 0.216 0.10
H 22.418 19.145 17.837 -0.323 0.139 -0.496 0.09
H 22.334 17.438 20.376 0.221 -0.067 0.205 0.12
H 23.043 16.899 18.847 -0.008 -0.241 -0.060 0.12
H 19.817 16.571 17.008 -0.840 0.565 -0.115 0.06
H 21.210 17.733 16.787 -0.592 0.090 0.308 0.07
H 21.387 16.079 17.058 0.560 -0.449 -0.037 0.08
H 19.819 15.160 18.855 0.535 -0.190 1.052 0.08
H 21.578 14.912 19.136 -0.131 0.277 -0.260 0.09
H 20.675 15.514 20.494 -0.542 -0.056 -0.123 0.09
H 19.778 20.911 17.939 0.389 0.591 0.062 0.04
H 18.587 19.717 17.751 0.146 -0.164 0.190 0.07
H 20.205 19.339 17.218 0.041 0.364 0.144 0.07
H 18.038 16.978 19.435 0.760 0.462 -0.544 0.07
C 8.967 19.648 20.233 -0.573 -0.083 -0.292 -0.03
C 10.114 20.272 21.136 -0.810 -1.967 -3.204 -0.50
C 9.512 21.439 21.798 0.572 1.551 0.832 -0.15
C 10.446 22.004 22.865 -0.462 -0.449 -0.145 -0.18
C 10.770 20.901 23.835 -1.259 0.681 1.095 -0.14
C 11.248 19.613 23.214 1.179 -0.437 0.362 -0.54
N 10.364 19.248 22.131 -0.205 0.757 0.098 -0.10
O 10.803 18.080 21.503 0.766 -0.086 0.071 -0.05
C 12.742 19.769 22.900 1.339 0.170 0.091 -0.03
C 11.200 18.478 24.187 0.237 -1.174 0.828 -0.04
C 11.281 20.628 20.158 0.642 -0.958 3.120 0.00
H 9.246 18.872 19.459 0.254 1.340 0.557 0.09
H 8.369 20.504 19.798 0.709 -1.066 0.052 0.10
H 8.286 19.055 20.863 0.093 0.486 0.177 0.08
H 9.368 22.289 21.121 -0.616 -0.529 -0.361 0.13
H 8.596 21.066 22.264 -0.185 0.536 -0.030 0.13
H 9.916 22.817 23.357 0.182 0.156 0.265 0.12
H 11.367 22.403 22.456 0.079 0.201 -0.380 0.07
H 9.812 20.671 24.321 0.144 -0.062 0.250 0.13
H 11.429 21.336 24.599 0.153 -0.716 -0.022 0.13
H 13.213 18.863 22.466 -0.344 0.318 0.419 0.07
H 12.933 20.552 22.183 0.057 0.428 -0.215 0.05
H 13.309 20.063 23.840 -0.725 -0.524 -1.017 0.11
H 11.637 17.541 23.769 0.043 0.862 0.420 0.10
H 11.676 18.802 25.106 0.557 -0.260 0.182 0.09
H 10.215 18.191 24.498 -0.920 0.122 -0.130 0.08
H 11.794 21.491 20.569 0.225 0.468 -0.291 0.05
H 10.891 20.761 19.212 -0.564 0.528 -1.993 0.03
H 12.030 19.824 20.149 -0.280 0.193 -0.301 0.07
H 11.751 18.245 21.278 -0.491 -0.544 -0.344 0.04
C 17.577 19.131 11.066 -0.792 -0.705 -0.002 -0.05
C 19.055 19.353 11.121 0.917 1.607 0.848 -0.49
C 19.349 20.832 11.665 -1.586 -2.126 0.319 -0.13
C 20.733 21.044 12.117 1.745 0.836 -0.164 -0.21
C 21.298 19.948 13.012 -0.512 -0.014 -0.475 -0.12
C 21.059 18.522 12.451 1.530 0.259 0.864 -0.52
N 19.666 18.408 12.109 -0.852 -0.203 -1.599 -0.06
O 19.511 17.084 11.553 -0.523 0.093 0.474 -0.04
C 22.154 18.131 11.379 -1.209 -0.413 0.577 -0.01
C 21.290 17.578 13.638 0.015 0.682 -0.672 -0.04
C 19.559 19.267 9.691 1.082 -1.252 0.297 -0.03
H 17.375 18.178 10.554 0.000 0.196 0.247 0.09
H 17.160 19.902 10.430 -0.311 0.238 -0.040 0.08
H 17.049 19.127 12.032 0.296 0.078 -0.225 0.07
H 19.159 21.503 10.834 -0.650 0.310 0.171 0.12
H 18.675 20.924 12.537 -0.092 0.490 -0.493 0.11
H 20.829 22.044 12.591 -0.104 -0.491 0.038 0.11
H 21.342 21.166 11.213 0.312 -0.257 0.056 0.11
H 20.821 20.025 14.004 0.187 -0.116 -0.179 0.11
H 22.376 20.074 13.109 0.039 0.073 0.263 0.12
H 23.101 17.948 11.922 -0.395 0.260 -0.421 0.09
H 21.851 17.180 10.870 0.278 0.913 0.342 0.09
H 22.235 18.948 10.677 0.423 -0.014 -0.394 0.05
H 21.336 16.587 13.253 0.229 -1.002 -0.037 0.07
H 22.229 17.876 14.097 0.046 -0.252 0.348 0.09
H 20.448 17.647 14.302 -0.248 0.109 0.605 0.06
H 20.532 19.721 9.647 0.565 0.218 -0.274 0.06
H 18.936 19.772 8.970 -0.444 0.091 -0.089 0.08
H 19.690 18.203 9.428 -0.214 0.458 -0.159 0.10
H 18.891 16.670 12.175 0.126 -0.185 -0.111 0.08
C 16.549 28.672 13.588 0.879 -0.187 -0.592 -0.63
O 17.369 27.960 14.171 -0.174 0.988 0.054 0.00
N 15.245 28.320 13.561 -1.030 2.161 -1.247 0.17
N 16.886 29.845 12.828 -0.393 -1.575 -0.131 0.11
H 14.965 27.615 14.198 -0.442 -0.520 0.134 0.05
H 14.538 28.990 13.185 0.992 -1.065 0.748 0.14
H 16.510 29.708 11.866 0.550 0.514 0.986 0.11
H 17.904 29.960 12.829 -0.550 -0.129 -0.164 0.10
C 11.638 22.355 16.855 -0.229 1.226 0.435 -0.56
O 10.967 21.344 16.990 0.251 -0.070 -0.213 0.00
N 12.046 23.112 18.003 0.139 -0.279 -3.645 0.17
N 11.945 22.805 15.530 -0.240 -0.986 3.350 0.18
H 12.662 23.872 17.751 -0.012 0.062 0.689 0.07
H 11.843 22.837 18.948 -0.002 -0.225 -0.263 0.06
H 12.292 23.702 15.271 0.332 0.452 0.017 0.06
H 11.539 22.163 14.889 -0.164 0.004 -0.673 0.05
C 16.834 16.992 21.350 -0.805 0.445 1.655 -0.66
O 16.966 16.103 20.520 0.363 -0.951 -1.441 -0.01
N 17.856 17.426 22.095 1.250 0.121 0.023 0.20
N 15.623 17.469 21.675 0.216 0.019 0.166 0.22
H 17.734 18.171 22.743 -0.201 0.420 0.286 0.10
H 18.772 17.357 21.682 0.195 -0.103 -0.107 0.09
H 14.898 17.042 21.155 -1.068 0.192 -0.425 0.07
H 15.456 18.358 22.116 0.059 -0.105 -0.039 0.10
C 12.980 16.826 19.465 -0.315 -1.372 -1.666 -0.67
O 13.142 17.766 20.207 0.776 1.837 1.354 -0.01
N 13.903 16.456 18.529 1.017 1.326 0.220 0.19
N 11.834 16.120 19.457 0.462 -0.781 -0.688 0.20
H 14.689 17.091 18.304 -0.531 -0.620 0.465 0.08
H 13.968 15.532 18.183 -0.367 -0.893 -0.398 0.05
H 11.733 15.435 18.716 -0.253 0.031 0.500 0.08
H 11.088 16.449 20.025 -0.562 0.046 0.342 0.09
C 16.386 12.751 19.287 1.187 0.367 0.345 -0.71
O 16.172 11.744 18.643 -0.508 -1.142 -0.916 0.01
N 15.453 13.623 19.648 -1.788 0.479 -0.152 0.19
N 17.643 13.125 19.718 -0.304 -0.637 0.028 0.17
H 14.566 13.463 19.157 0.037 0.618 0.635 0.07
H 15.719 14.559 19.952 -0.313 -0.326 -0.163 0.07
H 17.530 14.070 19.993 0.997 1.113 0.499 0.04
H 18.307 13.006 18.981 0.577 -0.217 -0.118 0.07
C 15.099 25.764 15.552 -0.444 -0.312 0.722 -0.60
O 13.953 25.278 15.612 1.376 0.822 0.609 -0.01
N 15.972 25.354 14.604 0.410 0.474 0.344 0.18
N 15.589 26.778 16.523 -0.100 -2.018 -3.055 0.14
H 15.732 24.579 14.004 -0.389 0.039 -0.130 0.08
H 16.831 25.857 14.419 -0.130 0.005 0.246 0.07
H 16.088 27.507 15.980 -0.286 -0.342 0.903 0.06
H 14.742 27.044 16.972 -0.463 0.906 0.549 0.07
C 12.611 12.582 17.536 0.815 1.989 1.392 -0.70
O 12.920 13.632 18.110 0.273 1.160 0.095 -0.03
N 11.591 12.604 16.701 -1.388 0.009 -1.374 0.19
N 13.323 11.512 17.768 0.281 -2.843 -0.782 0.20
H 11.159 13.491 16.635 -0.407 0.725 0.020 0.10
H 11.004 11.851 16.456 -0.176 -1.047 -0.198 0.10
H 14.292 11.669 18.030 0.320 -0.386 0.364 0.07
H 13.106 10.690 17.208 0.467 0.264 0.330 0.12
```
Forces are in eV/Å.